i | {"formula": "C11H30MoN2O2P3S3", "method": "the ωB97M-V functional and the def2-TZVPD basis", "multiplicity": 4, "e_lumo_ev": [-6.66, -6.85], "total_charge": 2, "symbols": ["Mo", "C", "C", "O", "P", "S", "S", "O", "C", "C", "H", "H", "H", "H", "H", "H", "H", "H", "H", "H", "C", "P", "C", "C", "C", "P", "C", "C", "H", "H", "H", "H", "H", "H", "H", "H", "H", "H", "H", "H", "H", "H", "H", "H", "N", "C", "N", "S", "H", "H", "H", "H"], "xyz": [[0.018, 0.543, -0.472], [-0.351, -4.809, -3.399], [0.193, -3.966, -2.275], [-0.198, -2.553, -2.469], [-1.310, -1.877, -1.585], [-1.552, -0.029, -2.330], [-0.698, -1.634, 0.331], [-2.531, -2.835, -1.711], [-3.662, -2.911, -0.781], [-3.518, -4.132, 0.090], [-0.021, -5.840, -3.268], [0.019, -4.457, -4.362], [-1.439, -4.794, -3.403], [1.280, -3.946, -2.252], [-0.175, -4.296, -1.303], [-4.543, -2.968, -1.416], [-3.704, -1.986, -0.205], [-3.465, -5.031, -0.522], [-4.393, -4.214, 0.734], [-2.632, -4.073, 0.722], [-3.444, 0.838, 0.922], [-1.813, 1.613, 0.841], [-2.115, 3.303, 0.250], [-1.271, 1.782, 2.583], [0.192, 2.228, 2.656], [1.264, 1.098, 1.687], [2.876, 1.921, 1.605], [1.530, -0.342, 2.759], [-4.114, 1.463, 1.513], [-3.364, -0.145, 1.384], [-3.849, 0.732, -0.084], [-2.852, 3.798, 0.884], [-2.496, 3.267, -0.771], [-1.194, 3.886, 0.254], [-1.403, 0.808, 3.063], [-1.928, 2.484, 3.101], [0.542, 2.272, 3.689], [0.310, 3.231, 2.238], [3.224, 2.165, 2.609], [2.802, 2.836, 1.017], [3.601, 1.259, 1.132], [2.014, -0.027, 3.685], [2.166, -1.066, 2.250], [0.582, -0.824, 3.000], [1.531, -0.338, -3.901], [2.067, 0.751, -3.386], [2.679, 1.629, -4.161], [2.083, 1.046, -1.672], [1.540, -0.515, -4.894], [1.065, -1.008, -3.305], [2.774, 1.498, -5.157], [3.091, 2.453, -3.753]]}



ii | {"formula": "C11H30MoN2O2P3S3", "method": "the ωB97M-V functional and the def2-TZVPD basis", "multiplicity": 4, "e_lumo_ev": [-7.05, -6.78], "total_charge": 2, "symbols": ["Mo", "C", "C", "O", "P", "S", "S", "O", "C", "C", "H", "H", "H", "H", "H", "H", "H", "H", "H", "H", "C", "P", "C", "C", "C", "P", "C", "C", "H", "H", "H", "H", "H", "H", "H", "H", "H", "H", "H", "H", "H", "H", "H", "H", "N", "C", "N", "S", "H", "H", "H", "H"], "xyz": [[-0.172, 0.102, 0.118], [2.671, -2.533, 4.118], [2.901, -1.983, 2.740], [3.055, -0.518, 2.843], [2.182, 0.480, 2.035], [2.345, 0.208, 0.050], [0.210, 0.321, 2.469], [2.660, 1.885, 2.504], [4.102, 2.233, 2.539], [4.299, 3.552, 1.851], [2.606, -3.620, 4.063], [1.741, -2.156, 4.543], [3.494, -2.272, 4.782], [2.071, -2.196, 2.064], [3.825, -2.337, 2.289], [4.664, 1.430, 2.062], [4.359, 2.263, 3.594], [4.070, 3.484, 0.787], [5.344, 3.848, 1.949], [3.685, 4.327, 2.308], [-3.713, -0.821, -0.848], [-2.678, 0.351, 0.065], [-3.360, 0.340, 1.753], [-3.091, 2.004, -0.602], [-2.153, 3.055, -0.001], [-0.401, 2.556, -0.198], [0.551, 3.744, 0.766], [0.001, 2.900, -1.941], [-4.762, -0.544, -0.734], [-3.565, -1.829, -0.462], [-3.464, -0.804, -1.910], [-4.396, 0.683, 1.740], [-2.781, 0.980, 2.418], [-3.329, -0.676, 2.147], [-4.138, 2.227, -0.391], [-2.985, 1.963, -1.689], [-2.334, 3.165, 1.071], [-2.302, 4.037, -0.453], [0.231, 4.754, 0.504], [1.613, 3.631, 0.552], [0.397, 3.571, 1.830], [-0.374, 3.881, -2.237], [-0.426, 2.157, -2.617], [1.085, 2.880, -2.058], [1.664, -2.703, -1.911], [0.361, -2.738, -1.692], [-0.463, -3.035, -2.691], [-0.260, -2.435, -0.090], [2.085, -2.955, -2.793], [2.272, -2.469, -1.140], [-0.128, -3.360, -3.586], [-1.429, -3.211, -2.466]]}



Most stable = i



i | {"formula": "C3H6S3", "method": "the ωB97M-V functional and the def2-TZVPD basis", "multiplicity": 1, "e_lumo_ev": [-0.30, -0.27], "total_charge": 0, "symbols": ["C", "C", "C", "S", "S", "S", "H", "H", "H", "H", "H", "H"], "xyz": [[-0.360, 2.143, -0.561], [0.767, -0.219, -0.502], [0.791, -0.363, 0.934], [-0.101, 2.597, 0.936], [-0.617, 2.275, -2.203], [-0.599, -1.483, 1.718], [1.646, 0.052, -0.976], [0.005, -0.596, -1.149], [1.576, -0.723, 1.448], [0.587, 0.617, 1.502], [-1.282, 3.428, -2.308], [-1.476, -1.569, 0.802]]}



ii | {"formula": "C3H6S3", "method": "the ωB97M-V functional and the def2-TZVPD basis", "multiplicity": 1, "e_lumo_ev": 0.08, "total_charge": 0, "symbols": ["C", "C", "C", "H", "H", "H", "H", "H", "H", "S", "S", "S"], "xyz": [[-2.787, 0.185, -0.016], [0.007, 0.049, -0.006], [2.774, 0.231, 0.007], [-2.730, 0.746, 0.939], [-2.744, 0.835, -0.881], [-3.731, -0.352, 0.017], [2.741, 0.838, -0.927], [2.723, 0.888, 0.886], [3.636, -0.429, 0.002], [-1.422, -0.995, 0.002], [-0.018, 1.658, 0.002], [1.449, -0.995, 0.000]]}



Most stable = ii



i | {"formula": "C15H15N3O2S", "method": "the ωB97M-V functional and the def2-TZVPD basis", "multiplicity": 1, "e_lumo_ev": 0.41, "smiles": "CSc1cccc(NC(=O)Nc2ccccc2C(N)=O)c1", "total_charge": 0, "symbols": ["C", "S", "C", "C", "C", "C", "C", "N", "C", "O", "N", "C", "C", "C", "C", "C", "C", "C", "N", "O", "C", "H", "H", "H", "H", "H", "H", "H", "H", "H", "H", "H", "H", "H", "H", "H"], "xyz": [[-6.467, -1.666, 0.890], [-4.785, -2.178, 0.429], [-3.843, -0.688, 0.522], [-4.375, 0.545, 0.871], [-3.541, 1.650, 0.918], [-2.198, 1.539, 0.624], [-1.664, 0.299, 0.269], [-0.296, 0.237, 0.002], [0.434, -0.824, -0.472], [-0.025, -1.876, -0.847], [1.794, -0.579, -0.555], [2.583, 0.366, 0.067], [2.253, 0.893, 1.321], [3.071, 1.814, 1.942], [4.250, 2.223, 1.339], [4.604, 1.694, 0.113], [3.786, 0.779, -0.545], [4.196, 0.198, -1.851], [4.970, 0.986, -2.631], [3.870, -0.919, -2.219], [-2.490, -0.813, 0.221], [-6.845, -0.940, 0.177], [-7.067, -2.569, 0.848], [-6.472, -1.268, 1.901], [-5.420, 0.662, 1.106], [-3.952, 2.611, 1.191], [-1.557, 2.409, 0.668], [0.193, 1.116, 0.100], [2.298, -1.179, -1.209], [1.374, 0.532, 1.834], [2.798, 2.198, 2.913], [4.899, 2.930, 1.832], [5.552, 1.974, -0.323], [5.175, 1.942, -2.405], [5.255, 0.626, -3.527], [-2.091, -1.774, -0.057]]}



ii | {"formula": "C15H15N3O2S", "method": "the ωB97M-V functional and the def2-TZVPD basis", "multiplicity": 1, "e_lumo_ev": -0.05, "smiles": "O=C(CSc1nccc(=O)[nH]1)N1CCc2ccccc2C1", "total_charge": 0, "symbols": ["O", "C", "C", "S", "C", "N", "C", "C", "C", "O", "N", "N", "C", "C", "C", "C", "C", "C", "C", "C", "C", "H", "H", "H", "H", "H", "H", "H", "H", "H", "H", "H", "H", "H", "H", "H"], "xyz": [[3.004, -0.275, -1.292], [2.449, 0.139, -0.334], [2.772, 1.563, 0.067], [1.165, 2.599, 0.109], [0.071, 2.066, -1.101], [-1.172, 2.303, -0.742], [-2.041, 2.030, -1.502], [-1.999, 0.973, -2.399], [-0.689, 0.194, -2.582], [-0.329, -0.693, -3.430], [0.305, 0.941, -1.824], [1.790, -0.716, 0.604], [1.771, -2.161, 0.172], [0.415, -2.686, 0.946], [-0.670, -1.426, 0.932], [-1.918, -1.668, 0.572], [-2.830, -0.642, 0.798], [-2.307, 0.817, 1.530], [-1.007, 0.856, 1.799], [-0.190, -0.240, 1.321], [1.246, -0.182, 1.745], [3.371, 1.867, 1.049], [3.353, 1.726, -0.948], [-3.142, 2.290, -1.254], [-2.750, 0.528, -3.020], [1.317, 0.682, -2.125], [2.521, -2.591, 0.247], [1.571, -2.060, -0.832], [0.001, -3.420, 0.064], [0.665, -2.869, 1.862], [-2.337, -2.333, 0.083], [-3.849, -0.553, 0.626], [-3.209, 1.308, 1.696], [-0.694, 1.718, 2.383], [1.642, -0.927, 2.538], [1.708, 0.843, 2.241]]}



Most stable = i